The following is a DFT calculation (ωB97M-V/def2-TZVPD) of 2 unconnected molecules or ions with the total composition C5H10N2 in a non-equilibrium geometry.

Last column: Löwdin charge in e.
Atoms and positions in Å:
C (-0.58582, 1.78137, 0.26098)  0.072
C (1.35008, 0.46745, 0.42226)  -0.275
N (1.79856, 0.65918, 1.58925)  0.074
H (2.67893, 1.17434, 1.58763)  0.056
H (1.84257, 0.79860, -0.49989)  0.108
H (-0.70716, 1.53820, 1.30640)  0.028
H (-1.48217, 1.76933, -0.34136)  0.014
H (0.14702, 2.51878, -0.03429)  0.019
C (0.42340, -0.95485, 0.10592)  -0.439
C (-0.76625, -0.69928, -0.75307)  -0.225
C (-1.96991, -1.21865, -0.48330)  0.016
N (1.38701, -1.77566, -0.43555)  0.142
H (1.27599, -1.79750, -1.45426)  0.053
H (0.15172, -1.23594, 1.12928)  0.131
H (-0.57580, -0.19641, -1.69778)  0.108
H (-2.14191, -1.79401, 0.41955)  0.063
H (-2.82628, -1.03495, -1.12178)  0.056

Atoms 1-2, force components in eV/Å:
-0.4 0.8 0.1
0.3 -1.9 -0.4

- electronic energy (eV) = -8321.0750
- ΔE to the lowest compared entry with this formula, charge and spin (kcal/mol) = 144.32
- total charge = 0
- gap between HOMO and LUMO (spin up / spin down) (eV) = 8.5 / 7.9
- M (g mol⁻¹) = 98.1

The following is a DFT calculation (ωB97M-V/def2-TZVPD) of a molecular structure, C42H53FIN6O7PSTl in a non-equilibrium geometry.

Last column: Löwdin charge in e.
Atoms and positions in Å:
Tl (-2.11754, -1.06058, 0.52641)  0.873
O (1.38351, 2.05770, 5.23240)  0.115
C (2.24646, 1.85681, 4.24104)  -0.520
O (3.39457, 2.24706, 4.36010)  0.056
C (1.77975, 1.12738, 3.07797)  -0.059
C (2.56157, 0.98768, 1.93717)  -0.008
N (1.70703, 0.58380, 0.93618)  -0.024
N (0.49553, 0.32036, 1.41217)  0.058
C (0.51101, 0.58314, 2.69297)  -0.165
C (-0.72715, 0.27831, 3.49898)  -0.599
O (-0.76274, 0.76506, 4.66558)  0.004
O (-1.61015, -0.44140, 2.96872)  -0.195
H (0.58301, 1.51289, 4.97160)  0.039
H (3.58281, 1.14430, 1.64941)  0.134
H (1.96036, -0.00601, 0.11403)  0.002
C (-0.37005, -2.97831, -5.29654)  -0.064
C (-1.85809, -2.54219, -5.25446)  -0.186
N (-2.36244, -2.24642, -3.92783)  -0.046
C (-3.09492, -3.14605, -3.16959)  0.023
C (-3.84590, -2.84794, -2.09063)  -0.061
C (-4.23062, -3.97609, -1.18423)  -0.664
O (-4.44375, -5.11275, -1.70954)  -0.066
O (-4.22063, -3.77280, 0.07190)  -0.078
C (-4.17179, -1.39694, -1.87283)  -0.415
O (-5.08965, -0.99138, -1.18120)  0.048
C (-3.25671, -0.49359, -2.61021)  -0.107
C (-3.19814, 0.86950, -2.21031)  0.054
C (-2.13160, 1.68542, -2.55055)  -0.222
F (-2.04015, 2.95101, -2.11966)  0.088
C (-1.12071, 1.06785, -3.21875)  -0.145
C (-1.18667, -0.19709, -3.82716)  -0.040
C (-2.30744, -0.95516, -3.49663)  -0.187
N (0.15218, 1.67996, -3.67659)  -0.091
C (0.09716, 2.11665, -5.09558)  -0.084
C (1.40064, 2.83062, -5.44976)  -0.187
N (2.47607, 2.35825, -4.59955)  -0.073
C (2.34547, 2.92278, -3.31103)  -0.200
C (0.82383, 2.72317, -2.83147)  -0.085
H (-0.09469, -3.10287, -6.36568)  0.082
H (-0.18335, -3.88996, -4.72277)  0.076
H (0.22981, -2.17505, -4.85923)  -0.018
H (-2.51599, -3.29035, -5.72950)  0.128
H (-2.11901, -1.66967, -5.80760)  0.107
H (-2.94155, -4.16813, -3.45234)  0.137
H (-4.08298, 1.24247, -1.65828)  0.150
H (-0.32092, -0.67484, -4.29806)  0.024
H (-0.72715, 2.83727, -5.12515)  0.142
H (-0.04904, 1.19457, -5.70209)  0.141
H (1.25161, 3.88419, -5.21087)  0.116
H (1.61549, 2.61151, -6.46482)  0.113
H (3.38106, 2.56167, -5.01157)  0.125
H (0.83001, 0.84343, -3.65554)  0.035
H (2.57912, 3.95202, -3.26782)  0.097
H (2.89514, 2.33695, -2.60174)  0.099
H (0.26942, 3.69125, -2.92551)  0.138
H (0.89183, 2.36182, -1.80038)  0.090
C (-2.64481, -4.13822, 3.02094)  -0.113
C (-1.74512, -4.84744, 2.03103)  -0.581
C (-1.41330, -6.23178, 2.39429)  -0.135
P (-0.45286, -3.66982, 1.35317)  1.050
C (0.59603, -4.47670, -0.00249)  -0.570
C (-0.28048, -4.93501, -1.14161)  -0.142
C (1.63719, -5.52731, 0.36778)  -0.110
C (0.80948, -3.30581, 2.72340)  -0.532
C (2.07461, -2.73503, 2.06517)  -0.122
C (0.96551, -4.37192, 3.76752)  -0.123
H (-3.24682, -4.91774, 3.50213)  0.087
H (-3.23063, -3.26033, 2.61677)  0.085
H (-2.04417, -3.66940, 3.75235)  0.040
H (-2.39874, -4.95989, 1.10425)  0.102
H (-0.90514, -6.19639, 3.35730)  0.057
H (-0.72079, -6.72242, 1.71926)  0.060
H (-2.25005, -6.91980, 2.50888)  0.085
H (1.06238, -3.54064, -0.38259)  0.001
H (-0.79840, -5.96643, -0.90311)  0.116
H (0.25440, -5.09744, -2.06689)  0.061
H (-1.23660, -4.32953, -1.20310)  0.070
H (1.17481, -6.47549, 0.48928)  0.051
H (2.28172, -5.31179, 1.18934)  0.049
H (2.26667, -5.74315, -0.48245)  0.074
H (0.36917, -2.44762, 3.24875)  0.084
H (2.58124, -3.30555, 1.27654)  0.053
H (2.78813, -2.44739, 2.91262)  0.103
H (1.87530, -1.76214, 1.53269)  0.049
H (1.03747, -5.33440, 3.26333)  0.052
H (0.06223, -4.43265, 4.40642)  0.080
H (1.86082, -4.32335, 4.40087)  0.079
I (1.51950, -1.26632, -2.27671)  0.137
N (2.01405, 3.90838, -0.24737)  -0.343
S (1.39816, 5.27602, 0.34791)  0.998
C (0.01376, 4.82219, 1.42601)  -0.372
C (-0.59408, 5.70330, 2.33031)  -0.061
C (-1.81768, 5.31957, 2.94754)  -0.076
C (-2.45419, 4.12724, 2.59572)  -0.066
C (-1.81127, 3.21847, 1.69634)  -0.040
C (-0.55196, 3.56942, 1.17128)  -0.098
C (2.47600, 5.96924, 1.54578)  -0.449
C (2.63520, 7.28349, 1.75365)  -0.122
C (3.15798, 7.71808, 2.95230)  -0.105
C (3.46438, 6.84234, 3.96429)  -0.078
C (3.29708, 5.47925, 3.72134)  -0.038
C (2.81089, 5.00352, 2.49343)  -0.063
H (2.03100, 3.15028, 0.50024)  -0.021
H (-0.07145, 6.60685, 2.60726)  0.099
H (-2.33342, 5.92183, 3.71993)  0.108
H (-3.37649, 3.86242, 3.11542)  0.105
H (-2.21887, 2.18942, 1.46727)  0.110
H (-0.16645, 2.82886, 0.48139)  0.077
H (2.45489, 8.08175, 1.03706)  0.115
H (3.34122, 8.78156, 3.13982)  0.108
H (3.82319, 7.26654, 4.90097)  0.107
H (3.59871, 4.74926, 4.50653)  0.114
H (2.76765, 3.93834, 2.26687)  0.092

Atoms 1-2, force components in eV/Å:
0.4 -0.4 0.5
0.4 -0.3 -0.9

- electronic energy (eV) = -103323.1182
- total charge = -1
- gap between HOMO and LUMO (eV) = 6.8
- M (g mol⁻¹) = 1167.2

The following is a DFT calculation (ωB97M-V/def2-TZVPD) of a molecular structure, C14H26AlN4OP2 in a non-equilibrium geometry.

Last column: Löwdin charge in e.
Atoms and positions in Å:
Al (-0.30458, 0.37556, 0.15613)  -0.103
P (-2.41084, -0.82467, -1.32657)  0.933
P (-0.99067, 2.30237, 1.78299)  0.923
N (0.53234, -0.59935, -1.22957)  0.001
N (1.44358, 1.00981, 0.60436)  -0.098
H (2.50541, -0.71173, -1.94182)  0.141
H (3.12024, -0.32276, 0.74023)  0.136
H (2.06196, -1.78327, -0.57618)  0.153
C (1.94114, -0.77406, -0.99908)  -0.159
H (3.23943, 0.91430, -0.55031)  0.136
C (2.53905, 0.24135, -0.01390)  -0.148
H (0.83644, -1.67901, -3.03067)  0.154
H (2.76989, 2.30083, 1.58909)  0.141
C (0.20044, -0.85223, -2.60428)  -0.241
C (1.71191, 2.04283, 1.41498)  -0.226
H (-1.26659, -2.32171, -2.87076)  0.084
C (-1.28716, -1.22375, -2.78825)  -0.381
H (-1.76882, -0.83213, -3.69853)  0.081
H (-1.53671, 3.49667, 1.23014)  -0.021
H (-1.45677, 2.28489, 3.13560)  -0.020
H (-3.31882, 0.04214, -2.03210)  -0.032
H (-3.14230, -2.06111, -1.31421)  -0.028
O (-1.04744, 1.72686, -0.91980)  -0.115
C (-0.78311, 2.57430, -1.86304)  -0.293
C (-1.53058, 2.37645, -3.14924)  0.030
C (0.51788, 3.23613, -1.94330)  0.031
H (0.57559, -0.04702, -3.23911)  0.138
H (-1.74552, 1.29715, -3.31464)  0.069
H (-2.45663, 2.97701, -3.06275)  0.130
H (-0.90851, 2.72171, -3.99314)  0.108
H (1.30124, 2.68567, -1.39232)  0.098
H (0.80841, 3.29615, -2.99753)  0.106
H (0.44634, 4.27504, -1.55717)  0.140
C (0.70238, 2.79408, 2.00597)  -0.357
H (0.98064, 3.65295, 2.61010)  0.068
N (0.07807, -4.20535, 4.18797)  0.173
C (-0.10280, -3.18867, 3.31522)  -0.278
C (0.11826, -1.85469, 3.70563)  0.031
C (-0.04674, -0.84634, 2.78478)  -0.084
N (-0.41550, -1.09446, 1.50328)  -0.019
C (-0.62497, -2.37793, 1.11663)  -0.112
C (-0.50068, -3.43510, 1.98772)  0.024
H (0.37569, -4.03987, 5.13858)  0.128
H (-0.07882, -5.16577, 3.91777)  0.127
H (0.42600, -1.61286, 4.71504)  0.130
H (0.09819, 0.19797, 3.04591)  0.089
H (-0.91168, -2.52283, 0.07378)  0.082
H (-0.69427, -4.44556, 1.64636)  0.129

Atoms 1-2, force components in eV/Å:
-0.3 0.5 1.6
-0.2 0.0 -0.7

- multiplicity = 2
- electronic energy (eV) = -48108.7517
- <S²> = 0.760
- total charge = +2
- gap between HOMO and LUMO (spin up / spin down) (eV) = 7.0 / 4.8
- M (g mol⁻¹) = 355.3

The following is a DFT calculation (ωB97M-V/def2-TZVPD) of a molecular structure, C17H36BBrF3Na2O9S2Si2 in a non-equilibrium geometry.

Last column: Löwdin charge in e.
Atoms and positions in Å:
C (-4.93688, 2.47332, -4.58826)  0.039
C (-4.00055, 1.83617, -4.18288)  -0.159
Si (-2.58988, 0.73949, -3.62728)  0.080
Br (-1.85038, -0.28020, -5.45090)  0.485
O (-1.54437, 1.66163, -2.77634)  -0.308
Si (0.06117, 1.20628, -2.45866)  0.538
C (0.76122, 2.67595, -1.48623)  -0.205
C (-0.38978, 3.32347, -0.69370)  -0.268
C (0.14258, 4.39836, 0.25043)  -0.198
C (1.21828, 3.90671, 1.21246)  -0.162
C (0.86855, 2.61682, 1.94010)  -0.210
O (1.96469, 1.69549, 1.82514)  -0.168
C (1.67417, 0.54798, 2.61186)  -0.264
C (2.40395, 0.59521, 3.97019)  -0.054
C (0.29235, -0.24638, -1.31881)  -0.170
C (-0.47420, -1.51318, -1.62763)  -0.332
O (0.20845, -2.61395, -1.10302)  -0.141
C (-0.63033, -3.76924, -1.12278)  -0.240
C (0.17914, -5.02941, -1.35176)  -0.054
C (1.18695, 1.10343, -4.00349)  -0.097
B (1.84957, -0.29144, -4.17821)  -0.712
O (1.23735, -1.49609, -3.98629)  0.146
O (3.22568, -0.38713, -4.57853)  0.057
H (-5.80778, 2.84523, -5.02114)  -0.063
H (-3.20096, -0.25559, -2.74280)  0.013
H (1.53448, 2.30056, -0.82610)  0.075
H (1.11877, 3.44310, -2.16590)  0.087
H (-1.08558, 3.79822, -1.37220)  0.098
H (-0.96433, 2.57459, -0.15530)  0.092
H (0.61467, 5.15130, -0.37802)  0.110
H (-0.64883, 4.92609, 0.76889)  0.111
H (1.45671, 4.65604, 1.95559)  0.107
H (2.13479, 3.71564, 0.67006)  0.106
H (-0.00370, 2.11336, 1.52927)  0.104
H (0.67455, 2.79179, 2.99602)  0.098
H (2.01635, -0.32379, 2.06615)  0.109
H (0.60726, 0.44263, 2.77681)  0.111
H (2.94558, 1.52854, 4.06301)  0.070
H (3.09358, -0.22728, 4.08655)  0.068
H (1.64022, 0.53641, 4.73772)  0.061
H (0.03530, 0.08481, -0.31624)  0.091
H (1.36179, -0.45348, -1.27723)  0.098
H (-0.67979, -1.65088, -2.69296)  0.084
H (-1.45352, -1.47059, -1.14274)  0.124
H (-1.18072, -3.87230, -0.19297)  0.127
H (-1.36471, -3.68364, -1.92090)  0.118
H (1.22716, -4.81576, -1.15664)  0.069
H (0.10809, -5.35459, -2.38270)  0.075
H (-0.18689, -5.82703, -0.74501)  0.033
H (1.97618, 1.84173, -3.92783)  0.075
H (0.62344, 1.39562, -4.88552)  0.062
H (1.39785, -2.07420, -4.74203)  0.133
H (3.31295, -0.17473, -5.51284)  0.121
Na (-6.86559, 3.98265, -5.90933)  0.905
C (-3.43687, -8.89101, -0.16557)  -0.674
F (-3.36663, -9.54368, 1.00266)  0.113
F (-3.39833, -9.81321, -1.13930)  0.109
F (-4.64585, -8.30653, -0.22170)  0.105
S (-2.07861, -7.66085, -0.34002)  0.416
O (-0.87614, -8.45719, -0.25988)  -0.328
O (-2.28264, -6.75901, 0.77464)  -0.338
O (-2.32120, -7.06472, -1.64053)  -0.347
Na (4.09067, -2.19440, -3.41194)  0.853
C (1.94216, 4.66736, 5.82122)  -0.266
S (0.44500, 3.68648, 6.00188)  0.775
O (-0.60350, 4.57526, 6.55559)  -0.543
C (1.04888, 2.67128, 7.35661)  -0.265
H (1.77015, 5.40600, 5.04073)  0.046
H (2.16583, 5.17247, 6.76075)  0.060
H (2.76911, 4.01732, 5.53314)  0.047
H (1.32941, 3.30874, 8.19488)  0.060
H (1.90594, 2.08761, 7.01922)  0.046
H (0.24755, 2.00030, 7.65854)  0.053

Atoms 1-2, force components in eV/Å:
0.4 -0.5 0.0
0.4 0.0 -0.1

- electronic energy (eV) = -161766.1486
- total charge = +1
- gap between HOMO and LUMO (eV) = 3.2
- M (g mol⁻¹) = 698.5

Question: M of number 1 (C5H10N2)?
Answer: 98.1 g mol⁻¹